ORCA calculation (wB97M-V/def2-TZVPD) on a molecular structure, C45H42CuN3O5PSSi.

XYZ file:
```
99
Properties=species:S:1:pos:R:3:forces:R:3
Cu -0.6385 -0.3356 0.1250 0.2 -0.3 -0.3
O -2.1818 1.9537 -0.7939 0.0 0.2 0.0
C -2.0104 0.7609 -0.9870 -0.1 0.0 -0.1
C -2.8621 0.0877 -2.0425 0.1 0.1 0.1
C -4.0245 0.6701 -2.5401 0.0 0.0 0.0
C -4.7748 0.0060 -3.4951 0.0 0.0 0.0
C -4.3540 -1.2354 -3.9682 0.0 0.0 0.0
C -3.1873 -1.8114 -3.4882 0.0 0.0 0.0
C -2.4433 -1.1514 -2.5109 0.0 -0.1 -0.1
P -0.8200 -1.6987 -1.8673 0.0 0.2 0.0
C 0.2852 -0.8749 -3.0670 0.0 0.0 0.0
C 1.1003 0.1581 -2.6236 0.1 0.0 0.0
C 1.8994 0.8684 -3.5116 0.0 0.0 0.0
C 1.8782 0.5493 -4.8596 0.0 0.0 0.0
C 1.0539 -0.4736 -5.3176 0.0 0.0 0.0
C 0.2588 -1.1770 -4.4285 0.0 0.0 0.0
C -0.7530 -3.4624 -2.2948 0.0 0.0 0.1
C -1.8371 -4.2731 -1.9537 0.0 0.0 0.0
C -1.8050 -5.6341 -2.2116 0.0 0.0 0.0
C -0.6801 -6.2047 -2.7953 0.0 0.0 0.0
C 0.4136 -5.4112 -3.1044 0.0 0.1 0.0
C 0.3814 -4.0460 -2.8520 0.0 0.0 0.0
H -4.3182 1.6414 -2.1591 0.0 0.0 0.0
H -5.6874 0.4485 -3.8781 0.0 0.0 0.0
H -4.9372 -1.7545 -4.7198 0.0 0.0 0.0
H -2.8644 -2.7716 -3.8717 0.0 0.0 0.0
H 1.1163 0.4088 -1.5694 0.0 0.0 0.0
H 2.5365 1.6654 -3.1448 0.0 0.0 0.0
H 2.4976 1.0982 -5.5584 0.0 0.0 0.0
H 1.0285 -0.7186 -6.3718 0.0 0.0 0.0
H -0.3872 -1.9660 -4.7952 0.0 0.0 0.0
H -2.7189 -3.8348 -1.4977 0.0 0.0 0.0
H -2.6576 -6.2503 -1.9544 0.0 0.0 0.0
H -0.6535 -7.2686 -2.9962 0.0 0.0 0.0
H 1.3027 -5.8529 -3.5377 0.0 0.0 0.0
H 1.2482 -3.4402 -3.0845 0.0 0.0 0.0
C 5.0872 1.3012 0.8463 0.0 0.0 0.0
C 4.5697 0.6054 -0.2390 0.0 0.0 0.0
C 3.4474 -0.1962 -0.0771 0.0 0.0 0.0
C 2.8045 -0.3387 1.1608 0.1 0.1 0.0
C 3.3647 0.3514 2.2414 0.0 0.1 0.0
C 4.4841 1.1640 2.0883 0.0 0.0 0.0
Si 1.2230 -1.3927 1.2892 -0.1 0.0 0.0
C 0.8985 -1.5973 3.1548 0.0 0.1 0.1
C 0.8566 -2.8488 3.7782 -0.1 0.0 0.0
C 0.6026 -2.9803 5.1392 0.0 0.0 0.0
C 0.3909 -1.8574 5.9245 0.0 0.0 0.0
C 0.4501 -0.5993 5.3394 0.0 0.0 0.0
C 0.6994 -0.4796 3.9785 0.0 0.0 0.0
C 1.6799 -3.1310 0.6993 0.0 -0.1 -0.1
C 0.6793 -4.1116 0.6899 0.0 0.0 0.0
C 0.9500 -5.4300 0.3556 0.0 0.0 0.0
C 2.2378 -5.7984 -0.0146 0.0 0.0 0.0
C 3.2426 -4.8422 -0.0390 0.0 0.0 0.0
C 2.9659 -3.5265 0.3231 0.0 0.0 0.0
H 5.9610 1.9303 0.7280 0.0 0.0 0.0
H 5.0444 0.6804 -1.2113 0.0 0.0 0.0
H 3.0804 -0.7455 -0.9365 -0.1 0.0 0.0
H 2.9300 0.2502 3.2290 0.1 0.0 -0.1
H 4.8917 1.6826 2.9484 0.0 0.0 0.0
H 1.0275 -3.7456 3.1938 0.0 0.0 0.0
H 0.5753 -3.9673 5.5866 0.0 0.0 0.0
H 0.1911 -1.9595 6.9843 0.0 0.0 0.0
H 0.3018 0.2889 5.9438 0.0 0.0 0.0
H 0.7661 0.5156 3.5546 -0.1 0.0 0.0
H -0.3385 -3.8386 0.9647 0.1 0.0 0.0
H 0.1555 -6.1671 0.3698 0.0 0.0 0.0
H 2.4541 -6.8254 -0.2859 0.0 0.0 0.0
H 4.2503 -5.1212 -0.3254 0.0 0.0 0.0
H 3.7757 -2.8039 0.3281 0.0 0.0 0.0
C -0.8933 6.6393 -1.2178 0.0 0.0 0.0
C -0.3560 6.8222 0.1944 0.1 -0.1 -0.1
S -1.6298 6.9103 1.4353 0.0 0.0 0.0
O -2.7712 7.5861 0.8799 0.1 0.0 0.0
O -1.0149 7.3750 2.6543 0.0 0.0 0.0
C -2.0824 5.2089 1.6748 0.0 -0.1 0.0
C -1.1290 4.4796 2.6179 -0.2 -0.1 -0.2
N -1.2925 3.0323 2.4594 0.1 0.0 0.2
C -0.5830 2.2880 1.5876 0.0 -0.1 -0.2
N -0.9812 1.0278 1.6046 -0.1 -0.1 0.5
C -1.9813 0.9286 2.5217 0.1 -0.1 -0.1
C -2.1838 2.1574 3.0577 -0.3 0.3 -0.2
N -3.1880 2.5277 4.0097 1.0 0.0 0.5
O -3.3212 3.7085 4.2717 -0.2 0.4 -0.3
O -3.7554 1.6251 4.5746 -0.5 -0.4 -0.1
C 0.4808 2.8078 0.6906 0.1 0.0 0.0
H -0.0691 6.6784 -1.9307 0.0 0.0 0.0
H -1.6077 7.4230 -1.4620 0.0 0.0 0.0
H -1.3942 5.6760 -1.3376 0.0 0.0 0.0
H 0.1972 7.7541 0.3247 0.0 0.0 -0.1
H 0.3058 6.0037 0.4950 0.0 0.1 0.0
H -2.1122 4.7376 0.6876 0.0 0.0 0.1
H -3.0961 5.2274 2.0752 0.0 0.0 0.0
H -1.3155 4.7619 3.6422 0.0 0.0 0.1
H -0.0897 4.7067 2.3972 0.0 0.0 0.0
H -2.5035 0.0103 2.7411 0.1 0.1 0.0
H 1.1583 3.4905 1.2052 0.0 0.0 0.0
H 0.0322 3.3060 -0.1713 0.0 0.0 0.0
H 1.0721 1.9648 0.3328 0.0 0.0 0.0
```
Positions in Å, forces in eV/Å.

The calculation puts the energy relative to the best compared isomer or geometry (same formula, charge and spin) at 11.9 kcal/mol. As for the energy: -134693.0280 eV. The expectation value of S² is 0.759. The gap between HOMO and LUMO (spin up / spin down) is 5.9 / 6.4 eV. The spin multiplicity is 2.



ORCA calculation (wB97M-V/def2-TZVPD) on a molecular structure, C33H35CoN9O2PS5.

XYZ file:
```
86
Properties=species:S:1:pos:R:3:forces:R:3
Co -0.0729 -0.1096 -0.1363 0.1 -0.2 0.0
C 3.6674 2.3413 0.9558 0.0 0.0 0.0
C 2.5730 1.5379 0.3215 0.0 0.0 -0.1
N 1.5902 1.0530 0.9748 0.0 0.0 0.1
N 1.5835 1.2035 2.3285 -0.1 0.0 0.0
C 0.5753 0.6518 3.0643 0.0 0.0 0.0
N 0.7878 0.6488 4.3889 0.0 0.0 0.0
S -0.8340 0.0873 2.3900 -0.1 0.0 0.0
C 2.6181 1.1738 -1.1148 0.0 0.0 0.0
C 3.7030 1.5229 -1.9020 0.0 0.0 0.0
C 3.7611 1.0790 -3.2169 0.0 0.0 0.0
C 2.7367 0.2915 -3.6885 0.0 0.0 0.0
C 1.6814 -0.0071 -2.8366 0.0 0.0 0.0
N 1.6007 0.4245 -1.5823 0.1 0.1 -0.1
H 3.2716 2.9812 1.7460 0.0 0.0 0.0
H 4.1505 2.9963 0.2387 0.0 0.0 0.0
H 4.4366 1.6906 1.3822 0.0 0.0 0.0
H 2.4557 1.4302 2.7829 0.0 0.0 0.0
H 1.6915 0.8326 4.7921 0.0 0.0 0.0
H 0.0864 0.2303 4.9742 0.0 0.0 0.0
H 4.5105 2.1155 -1.5018 0.0 0.0 0.0
H 4.6039 1.3365 -3.8447 0.0 0.0 0.0
H 2.7410 -0.1143 -4.6901 0.0 0.0 0.0
H 0.8913 -0.6544 -3.1769 0.0 0.0 0.0
S -2.0543 4.8395 -5.6343 0.0 0.0 -0.1
N -1.6763 5.1038 -4.0889 0.0 0.0 -0.1
C -1.5577 3.9156 -3.5216 0.0 0.0 0.1
C -1.2382 3.6779 -2.1260 0.0 0.0 0.0
C -1.0739 4.6964 -1.1886 0.0 0.0 0.0
C -0.8108 4.3544 0.1194 0.0 0.0 0.0
C -0.6912 3.0074 0.4506 0.0 0.0 0.0
N -0.8250 2.0282 -0.4337 0.1 0.0 0.0
C -1.1128 2.3521 -1.7045 0.0 0.0 0.0
C -1.3467 1.2371 -2.6316 0.0 0.0 0.0
N -1.2241 0.0056 -2.1195 0.0 0.0 0.0
C -1.5082 -1.0335 -2.8905 0.0 0.0 0.0
C -1.8913 -0.9006 -4.2258 0.0 0.0 0.0
C -1.9765 0.3589 -4.7726 0.0 0.0 0.0
C -1.7060 1.4621 -3.9599 0.0 0.0 0.0
C -1.7902 2.8379 -4.4129 0.0 -0.1 0.0
N -2.0816 3.2275 -5.6421 0.0 0.1 0.0
H -1.1732 5.7282 -1.4997 0.0 0.0 0.0
H -0.7011 5.1081 0.8862 0.0 0.0 0.0
H -0.4936 2.6967 1.4688 0.0 0.0 0.0
H -1.3857 -2.0106 -2.4419 0.0 0.0 0.0
H -2.1013 -1.7851 -4.8104 0.0 0.0 0.0
H -2.2541 0.5129 -5.8073 0.0 0.0 0.0
C 5.8097 -2.9050 -1.5382 0.0 0.0 0.0
C 4.9126 -1.7724 -1.0752 0.0 0.0 0.0
C 5.0316 -1.4842 0.4091 0.0 0.0 0.0
O 3.5464 -1.9820 -1.5131 0.0 -0.1 0.0
P 2.3949 -2.8880 -0.8622 0.0 0.0 -0.1
S 1.1326 -3.3548 -2.2846 0.0 0.0 0.0
S 1.5817 -1.9586 0.7294 -0.1 0.1 0.1
O 3.2719 -4.1204 -0.3567 0.0 0.0 0.1
C 2.9339 -5.2394 0.5092 0.0 0.0 0.0
C 1.4736 -5.6412 0.4586 0.0 0.0 0.0
C 3.4071 -4.9318 1.9161 0.0 0.0 0.0
H 6.8544 -2.6254 -1.3876 0.0 0.0 0.0
H 5.6543 -3.0990 -2.5991 0.0 0.0 0.0
H 5.6077 -3.8183 -0.9840 0.0 0.0 0.0
H 5.1932 -0.8694 -1.6231 0.0 0.0 0.0
H 4.7759 -2.3573 1.0081 0.0 0.0 0.0
H 4.3652 -0.6733 0.7056 0.0 0.0 0.0
H 6.0629 -1.2021 0.6306 0.0 0.0 0.0
H 3.5338 -6.0509 0.0943 0.0 0.0 0.0
H 0.8499 -4.8833 0.9352 0.0 0.0 0.0
H 1.3530 -6.5721 1.0147 0.0 0.0 0.0
H 1.1385 -5.7963 -0.5652 0.0 0.0 0.0
H 2.8345 -4.1075 2.3413 0.0 0.0 0.0
H 4.4652 -4.6681 1.9164 0.0 0.0 0.0
H 3.2774 -5.8126 2.5476 0.0 0.0 0.0
S -2.8707 -3.8848 0.2372 0.0 0.0 0.0
C -1.4624 -2.9241 0.0706 0.0 0.1 0.0
N -1.6369 -1.6397 0.0575 -0.1 -0.1 0.2
C -2.9916 -1.3278 0.1950 0.1 0.0 0.0
C -3.5377 -0.0424 0.2281 0.0 0.0 0.0
C -4.9021 0.0904 0.3723 0.0 0.0 0.0
C -5.7315 -1.0335 0.4837 0.0 0.0 0.0
C -5.2056 -2.3070 0.4556 0.0 0.0 0.0
C -3.8259 -2.4424 0.3092 0.0 0.0 0.0
H -0.4878 -3.3705 -0.0561 0.0 0.0 0.0
H -2.8944 0.8230 0.1543 0.0 0.0 0.0
H -5.3424 1.0785 0.4037 0.0 0.0 0.0
H -6.7990 -0.8998 0.5973 0.0 0.0 0.0
H -5.8454 -3.1745 0.5466 0.0 0.0 0.0
```
Positions in Å, forces in eV/Å.

As for the net charge: +1. As for the energy: -153388.6789 eV. The expectation value of S² is 3.758. The gap between HOMO and LUMO (spin up / spin down) is 6.8 / 6.8 eV. The spin multiplicity is 4.



ORCA calculation (wB97M-V/def2-TZVPD) on a molecular structure, C41H32HfN3O2P2S2.

XYZ file:
```
83
Properties=species:S:1:pos:R:3:forces:R:3
Hf -0.8094 -0.5712 -0.9622 0.0 0.0 0.0
S -0.3570 -0.9618 1.4910 0.1 -0.1 -0.1
P 1.5547 -1.1495 0.6966 0.0 0.0 0.4
C 1.4159 -0.3904 -0.7901 -0.3 -0.3 -0.1
P 1.8023 -0.5689 -2.4134 -0.2 0.4 -0.1
S -0.0389 -0.8152 -3.3618 0.2 -0.1 0.1
C 2.5443 0.9420 -3.0557 0.1 -0.1 0.0
C 2.5087 1.2340 -4.4173 0.0 0.0 0.0
C 3.1469 2.3666 -4.8914 0.0 0.0 0.0
C 3.8268 3.2018 -4.0119 0.0 0.0 0.0
C 3.8648 2.9104 -2.6567 0.0 0.0 0.0
C 3.2208 1.7791 -2.1744 -0.1 0.0 0.0
C 2.8974 -1.9147 -2.8776 0.0 -0.1 -0.1
C 2.6221 -2.7721 -3.9369 0.0 0.0 0.1
C 3.5175 -3.7877 -4.2446 0.0 0.0 0.0
C 4.6769 -3.9409 -3.5002 0.0 0.0 0.0
C 4.9558 -3.0785 -2.4470 0.0 0.0 0.0
C 4.0681 -2.0647 -2.1347 0.0 0.0 0.0
C 2.7444 -0.4089 1.8295 0.0 0.1 0.0
C 4.0814 -0.7983 1.7581 0.0 0.0 0.0
C 5.0315 -0.1523 2.5327 0.0 0.0 0.0
C 4.6517 0.8833 3.3756 0.0 0.0 0.0
C 3.3227 1.2754 3.4467 0.0 0.0 0.0
C 2.3685 0.6332 2.6724 0.0 -0.1 0.0
C 1.8963 -2.9262 0.7081 0.0 0.0 -0.1
C 1.5717 -3.6954 -0.4073 0.0 0.1 0.0
C 1.7465 -5.0685 -0.3913 0.0 -0.1 0.1
C 2.2451 -5.6852 0.7486 0.0 0.0 -0.1
C 2.5550 -4.9295 1.8691 0.0 0.0 0.1
C 2.3795 -3.5542 1.8541 0.0 0.0 0.0
H 1.9743 0.5855 -5.1021 0.0 0.0 0.0
H 3.1152 2.6006 -5.9471 0.0 0.0 0.0
H 4.3254 4.0850 -4.3889 0.0 0.0 0.0
H 4.3925 3.5648 -1.9756 0.0 0.0 0.0
H 3.2217 1.5440 -1.1160 0.0 0.0 0.0
H 1.7086 -2.6590 -4.5062 0.0 0.0 0.0
H 3.3071 -4.4603 -5.0655 0.0 0.0 0.0
H 5.3706 -4.7353 -3.7423 0.0 0.0 0.0
H 5.8650 -3.2025 -1.8737 0.0 0.0 0.0
H 4.2757 -1.3830 -1.3166 0.0 0.0 0.0
H 4.3787 -1.6181 1.1136 0.0 0.0 0.0
H 6.0676 -0.4602 2.4852 0.0 0.0 0.0
H 5.3953 1.3826 3.9826 0.0 0.0 0.0
H 3.0300 2.0799 4.1081 0.0 0.0 0.0
H 1.3280 0.9282 2.7259 0.0 0.0 0.0
H 1.1883 -3.2251 -1.3052 0.0 0.0 0.0
H 1.4978 -5.6577 -1.2638 0.0 0.0 0.0
H 2.3849 -6.7581 0.7620 0.0 0.0 0.0
H 2.9331 -5.4107 2.7612 0.0 0.0 0.0
H 2.6171 -2.9739 2.7367 0.0 0.0 0.0
C -3.3390 1.6773 5.5959 0.0 0.0 0.0
O -3.6934 2.8633 4.9007 0.0 0.0 0.0
C -4.5397 2.7497 3.8513 0.0 -0.1 0.0
C -4.9163 3.9480 3.2442 0.0 0.0 0.0
C -5.7794 3.9383 2.1679 0.1 0.1 0.0
C -6.2287 2.7305 1.6505 -0.2 -0.2 -0.3
C -5.8900 1.5399 2.2784 -0.1 0.0 -0.1
C -5.0514 1.5396 3.3824 0.0 0.1 0.0
N -7.1383 2.7867 0.5236 0.3 0.0 0.4
N -6.9984 2.0413 -0.4517 -0.1 0.1 -0.2
C -5.8717 1.1730 -0.5899 0.3 -0.2 0.0
C -6.0821 -0.1695 -0.7503 0.0 0.1 0.0
C -5.0145 -1.0813 -0.8916 -0.1 0.0 0.0
C -3.7230 -0.6357 -0.9130 0.1 0.1 0.0
O -2.6386 -1.4263 -1.0421 0.0 0.1 0.0
C -3.4938 0.7673 -0.8285 0.2 -0.2 0.0
N -2.1786 1.1842 -0.9044 -0.1 0.0 0.0
C -1.9016 2.4778 -0.8731 0.0 0.1 0.0
C -2.8986 3.4515 -0.7845 0.0 -0.1 0.0
C -4.2079 3.0536 -0.6948 -0.1 0.0 0.0
C -4.5434 1.6834 -0.6900 -0.2 0.2 0.0
H -2.6803 1.9887 6.4006 0.0 0.0 0.0
H -2.8108 0.9799 4.9409 0.0 0.0 0.0
H -4.2212 1.1902 6.0169 0.0 0.0 0.0
H -4.5383 4.8746 3.6546 0.0 0.0 0.0
H -6.1044 4.8675 1.7162 0.0 0.0 0.0
H -6.3036 0.6090 1.9163 0.0 0.0 0.1
H -4.8132 0.6054 3.8683 0.0 0.0 0.0
H -7.1013 -0.5338 -0.7298 0.0 0.0 0.0
H -5.2098 -2.1412 -0.9825 0.0 0.0 0.0
H -0.8548 2.7532 -0.9309 0.0 0.0 0.0
H -2.6315 4.4975 -0.7881 0.0 0.0 0.0
H -4.9911 3.7983 -0.6438 0.0 0.0 0.0
```
Positions in Å, forces in eV/Å.

The calculation puts the energy relative to the best compared isomer or geometry (same formula, charge and spin) at 0.0 kcal/mol. As for the net charge: +1. As for the energy: -93154.1560 eV. The gap between HOMO and LUMO is 6.8 eV.